No. 1
106
Properties=species:S:1:pos:R:3:forces:R:3 method="wB97M-V/def2-TZVPD" multiplicity=1 total_charge=-1 orbital_gap_ev="5.080 / 5.082" e_homo_ev="-4.98 / -4.98" de_lowest_ev=0.5218
Tl -2.328236 -1.143907 -1.519697 0.00 -0.10 0.06
C 3.846763 3.334250 1.340374 0.00 -0.01 0.00
C 3.738904 3.620594 -0.165907 0.02 -0.05 -0.01
C 3.259809 5.063721 -0.379768 0.01 0.03 -0.02
C 5.132455 3.483636 -0.782870 0.04 -0.01 -0.01
C 2.726262 2.648131 -0.777905 0.29 -0.15 -0.24
C 1.443142 2.686266 -0.390958 -0.17 -0.25 -0.15
C 0.467542 1.791383 -0.966759 0.24 -0.07 -0.07
Se -1.248222 2.002874 -0.679260 -0.26 -0.06 0.00
C -1.221087 -0.955651 1.711034 -0.12 0.05 -0.18
C -0.364532 -0.347519 2.602515 0.02 0.02 0.03
C 0.618630 -1.097237 3.243143 -0.06 -0.03 -0.02
C 0.640922 -2.457163 2.943260 -0.02 -0.08 0.02
C -0.187318 -3.091373 2.012964 0.07 -0.03 0.00
C -1.143314 -2.311493 1.300577 0.28 -0.06 0.09
O -1.905191 -2.743711 0.340862 -0.19 0.12 -0.06
C -0.021638 -4.615484 1.847537 -0.01 0.07 -0.04
C -0.832413 -5.229350 0.698461 -0.01 -0.02 0.02
C 1.453737 -4.965276 1.587252 0.01 0.01 -0.01
C -0.475848 -5.293915 3.149644 0.01 -0.04 0.02
C 1.597042 -0.487828 4.249300 -0.02 -0.02 -0.03
C 3.010963 -1.047989 4.033687 0.03 0.01 -0.04
C 1.144021 -0.821191 5.677999 0.01 -0.01 0.03
C 1.667983 1.035205 4.102424 -0.01 0.03 -0.03
C 0.934024 0.686054 -1.901949 0.26 0.39 0.19
O 0.190430 -0.220439 -2.219564 -0.13 -0.20 0.00
C 2.336639 0.759456 -2.380507 -0.11 0.06 0.05
C 3.131267 1.679918 -1.808279 0.04 0.23 0.23
C 2.817118 -0.209806 -3.458316 -0.17 -0.02 0.04
C 2.730208 -1.658290 -2.946975 -0.01 0.00 0.05
C 4.267067 0.060463 -3.857677 0.05 0.05 0.02
C 1.940658 -0.044023 -4.711482 -0.01 0.00 -0.02
H 4.591784 3.993355 1.795565 -0.04 -0.02 -0.01
H 4.146963 2.298530 1.521558 0.00 0.04 -0.01
H 2.891812 3.498296 1.843768 0.04 -0.01 -0.02
H 3.991901 5.762657 0.034650 -0.03 -0.02 -0.01
H 2.302604 5.249831 0.109350 0.03 -0.02 -0.02
H 3.137798 5.281393 -1.442941 0.00 -0.01 0.04
H 5.809937 4.182547 -0.288369 -0.01 0.00 -0.02
H 5.128455 3.721349 -1.849778 0.00 -0.02 0.04
H 5.543565 2.479214 -0.651691 -0.02 0.04 0.01
H 1.088953 3.413446 0.327310 -0.06 -0.03 0.01
H -0.479200 0.717706 2.771203 0.00 -0.06 -0.03
H 1.362800 -3.073737 3.470128 -0.03 0.01 -0.04
H -0.580518 -4.779222 -0.261055 0.01 -0.03 0.03
H -1.903433 -5.092208 0.840015 0.08 -0.01 -0.01
H -0.610396 -6.302325 0.657557 -0.02 0.04 0.00
H 1.822181 -4.433602 0.705876 -0.02 -0.04 0.03
H 1.554096 -6.040291 1.406950 0.00 0.04 0.01
H 2.099669 -4.709651 2.429318 -0.02 0.01 -0.03
H -1.530003 -5.074349 3.343608 0.06 -0.01 -0.01
H 0.104401 -4.942074 4.006636 -0.03 -0.02 -0.03
H -0.357654 -6.381484 3.077191 -0.01 0.07 0.00
H 3.075805 -2.104719 4.300877 -0.01 0.03 -0.03
H 3.729743 -0.506644 4.656370 -0.02 -0.03 0.00
H 3.312243 -0.946338 2.987587 -0.01 0.02 0.06
H 1.084196 -1.903243 5.818223 0.00 0.03 0.01
H 0.153391 -0.402029 5.871867 0.03 -0.02 0.00
H 1.842708 -0.415104 6.419159 -0.04 -0.02 -0.06
H 1.916088 1.319887 3.075544 0.00 -0.01 0.05
H 2.438055 1.437182 4.766864 -0.03 -0.01 -0.02
H 0.721996 1.513964 4.368253 0.04 -0.03 -0.02
H 4.159552 1.719448 -2.131147 0.03 0.04 0.02
H 3.324315 -1.782987 -2.037151 0.00 0.00 -0.04
H 3.126348 -2.334745 -3.708944 -0.01 0.01 0.02
H 1.704072 -1.946371 -2.728299 0.03 0.02 -0.01
H 4.956803 -0.073491 -3.019368 -0.03 0.00 -0.03
H 4.397014 1.068074 -4.261650 -0.01 -0.03 0.02
H 4.552405 -0.649780 -4.635636 0.00 0.02 0.00
H 0.894752 -0.262906 -4.502630 0.05 0.01 -0.01
H 2.285256 -0.730331 -5.489853 -0.01 0.02 0.02
H 2.007557 0.974840 -5.099727 -0.01 -0.03 0.01
C -3.827515 -1.279319 2.591070 0.04 -0.06 0.03
C -3.460014 -0.049822 1.779513 0.07 -0.05 -0.03
C -3.437972 1.213358 2.622349 0.02 0.06 0.04
O -2.203985 -0.197384 1.075817 -0.11 0.23 0.10
H -4.856871 -1.175904 2.945248 0.04 -0.02 0.00
H -3.171013 -1.386661 3.457406 -0.04 0.02 -0.02
H -3.744046 -2.179494 1.979459 0.00 0.06 0.06
H -4.192915 0.068006 0.976140 0.02 0.03 -0.07
H -2.776337 1.084012 3.483194 -0.04 0.01 -0.04
H -4.443304 1.441753 2.989908 0.07 -0.03 0.00
H -3.079946 2.062282 2.035555 -0.03 -0.04 0.01
N -4.707686 0.870088 -1.732041 -0.08 0.10 0.09
C -4.178781 1.838318 -2.629183 0.08 -0.13 0.15
C -3.796164 1.461880 -3.908426 0.06 0.02 -0.07
C -3.139881 2.370254 -4.735964 0.02 0.01 0.08
C -2.853190 3.651644 -4.290774 -0.10 -0.07 0.18
C -3.258692 4.033927 -3.013906 0.03 -0.09 -0.12
C -3.920076 3.136117 -2.189301 0.02 0.03 -0.01
S -1.943073 4.814742 -5.309552 0.01 -0.02 -0.02
O -1.811649 4.139660 -6.590931 0.03 -0.02 -0.06
O -2.787528 5.998265 -5.327577 -0.04 0.08 0.00
O -0.688648 4.996434 -4.591325 0.04 -0.02 0.04
H -5.092457 1.286981 -0.895664 -0.08 0.05 -0.06
H -5.387394 0.250600 -2.151055 0.01 0.03 -0.06
H -3.986166 0.446384 -4.244651 0.01 0.05 -0.01
H -2.820524 2.092023 -5.732761 -0.03 0.01 0.03
H -3.041531 5.041019 -2.678001 -0.03 -0.03 0.00
H -4.221577 3.430818 -1.186557 0.00 0.01 -0.05
Cl -7.156401 -4.678582 -1.025246 -0.12 -0.07 -0.05
C -5.627830 -3.937659 -0.538640 0.25 0.04 -0.16
Cl -5.919341 -2.301908 0.074158 -0.05 0.05 -0.06
Cl -4.832138 -4.911429 0.688394 0.04 -0.07 0.10
C -4.750255 -3.833966 -1.713196 -0.03 0.20 0.16
N -4.050872 -3.650812 -2.603771 -0.12 -0.22 -0.05

=====

No. 2
114
Properties=species:S:1:pos:R:3:forces:R:3 method="wB97M-V/def2-TZVPD" multiplicity=1 total_charge=+1 orbital_gap_ev=7.222 e_homo_ev=-9.32
Cd 1.310273 -0.468837 0.350310 -0.52 -0.56 -0.08
C 4.362563 0.538477 1.660930 -0.04 -0.97 0.73
N 3.036334 1.138092 1.811769 0.01 0.35 0.42
C 3.029332 2.568431 1.410590 0.47 0.35 0.74
C 1.898921 2.881498 0.523756 -0.46 -1.49 -3.25
N 1.836376 2.311018 -0.689045 1.22 0.40 2.76
C 0.723774 2.790972 -1.297568 -1.25 0.33 -3.08
C 0.484987 2.510313 -2.640088 2.44 -0.33 3.08
C -0.591214 2.953895 -3.390136 -3.00 2.74 -0.35
C -1.230435 4.149081 -3.162996 0.63 -1.41 -0.88
C -0.628768 5.299224 -2.408936 -0.81 0.42 0.49
C -0.117633 3.678906 -0.358201 0.88 -1.83 0.12
N 0.862491 3.678848 0.794520 -1.90 1.18 -0.07
C 4.486483 -0.169251 0.338732 -0.21 -0.65 -1.53
N 3.498124 -0.420906 -0.514781 1.03 0.00 0.59
C 4.100474 -1.031334 -1.644468 0.03 0.44 0.72
C 3.504715 -1.392057 -2.845955 0.21 -0.61 -0.28
C 4.313602 -1.993773 -3.810239 0.65 0.43 0.31
C 5.716695 -2.145686 -3.578056 -0.04 -0.21 0.04
C 6.350509 -1.721793 -2.390812 -1.09 -0.22 -0.49
C 5.487012 -1.168438 -1.436197 -0.43 0.41 0.79
N 5.685992 -0.623658 -0.141253 -0.10 0.09 -0.46
H 5.176082 1.279158 1.766569 -0.22 -0.28 -0.05
H 4.493642 -0.219769 2.478661 -0.03 0.59 -0.67
H 2.776149 1.124675 2.799599 0.05 -0.33 -0.39
H 2.937844 3.212741 2.298866 0.30 -0.20 -0.11
H 3.986931 2.810815 0.902220 -0.70 -0.06 0.19
H 1.251219 1.898073 -3.115848 -0.21 -0.18 0.22
H -0.991393 2.348642 -4.180172 -0.15 -0.50 -0.22
H -2.180293 4.363031 -3.676663 0.59 -0.21 0.04
H -1.427238 6.081576 -2.507045 0.90 -0.34 0.24
H 0.715078 4.278712 1.605713 0.25 -0.50 -0.37
H 2.439863 -1.247655 -2.988166 0.02 0.00 -0.02
H 3.884010 -2.289939 -4.778055 0.30 0.06 0.58
H 6.312142 -2.654664 -4.357532 -0.32 0.48 0.54
H 7.417210 -1.846380 -2.218656 -0.26 0.03 -0.11
H 6.575176 -0.498974 0.324016 -0.19 -0.06 -0.16
N 1.847943 -0.333210 7.689581 1.00 0.69 1.41
C 1.204213 -0.958130 6.677320 -0.64 -0.62 -0.77
C 1.094768 -2.350480 6.510031 0.11 -0.07 0.76
C 0.342265 -2.880949 5.474682 0.12 -0.34 -0.71
C -0.171124 -2.038855 4.496257 -0.98 0.06 -0.97
C -0.061079 -0.663308 4.627426 0.25 0.16 -0.11
C 0.572815 -0.145400 5.737886 0.01 0.42 -0.15
S -1.002259 -2.585903 2.956397 1.09 -0.05 0.51
O -1.522151 -3.913907 3.162587 0.44 0.14 -0.21
O -1.950819 -1.600935 2.517723 -0.63 0.71 0.46
N 0.181407 -2.384385 1.853256 1.28 0.71 -1.14
C 1.015522 -3.344319 1.403829 -0.65 -1.02 -0.35
N 1.012674 -4.530415 2.013407 0.52 -0.89 0.48
C 1.595329 -5.567177 1.433059 -0.43 0.31 0.17
C 2.169865 -5.513991 0.161726 0.03 0.41 -0.17
C 2.226719 -4.223417 -0.384101 -0.09 0.33 0.77
N 1.738128 -3.135195 0.258358 -0.37 0.23 -0.03
H 2.340949 -0.819208 8.437413 -0.44 0.24 -0.61
H 1.870472 0.691139 7.708076 0.00 -1.03 0.04
H 1.551075 -3.017664 7.247743 -0.17 0.20 -0.25
H 0.201114 -3.957670 5.355359 0.12 0.32 0.15
H -0.425123 -0.024467 3.822783 -0.16 -0.04 0.30
H 0.606956 0.917516 5.953431 -0.07 0.13 -0.39
H 1.529593 -6.472644 2.034247 0.26 -0.09 -0.31
H 2.567853 -6.415855 -0.318511 -0.17 0.63 0.09
H 2.682013 -4.011822 -1.356445 0.00 -0.13 0.34
C 0.680425 5.870623 -3.055612 -0.50 -0.04 0.16
C -0.481553 5.072031 -0.853944 0.70 1.65 0.12
C -1.681243 5.637187 -0.107597 -0.75 1.09 0.20
O -1.372102 2.994854 -0.022848 -0.18 -0.68 0.20
P -1.709891 1.489367 0.569848 1.12 1.17 0.09
O -0.485618 0.868317 1.150721 0.13 0.03 -0.34
C -2.529040 0.473975 -0.684550 -0.95 0.30 0.04
P -1.604748 -0.887442 -1.482825 -0.18 -0.10 -0.90
O -0.124467 -0.683953 -1.419600 0.02 0.07 -0.11
O -2.195806 -0.714292 -2.977226 0.11 -0.62 1.01
C -1.643156 -0.939336 -4.325563 -0.80 -0.14 0.38
C -2.859432 -0.848369 -5.259167 0.48 0.91 -0.33
C -1.062704 -2.316842 -4.512988 0.70 -0.66 0.04
O -2.024685 -2.224369 -0.846433 -0.12 -0.02 0.04
C -2.794636 -3.515518 -0.480922 0.45 1.15 -0.49
C -4.262171 -3.175345 -0.545803 -0.21 0.21 -0.52
C -2.333380 -4.530435 -1.483613 0.53 -0.85 -0.27
O -2.766256 1.813698 1.638398 -0.70 0.34 0.06
C -4.135131 2.102389 2.197470 0.59 -0.16 0.65
C -4.643587 0.800627 2.740583 -0.61 -1.44 -0.24
C -5.136185 2.755415 1.273684 0.61 0.43 -1.05
H 0.766081 6.947973 -2.821209 -0.09 -0.46 -0.17
H 0.660508 5.731047 -4.151502 0.04 0.15 0.55
H 1.574386 5.393234 -2.647075 -0.11 -0.16 -0.15
H 0.355695 5.753815 -0.580654 -0.12 -0.69 -0.07
H -2.579817 5.133551 -0.478783 -0.03 0.15 0.28
H -1.795194 6.747982 -0.326851 0.22 -1.37 0.24
H -1.639043 5.526332 1.001873 0.05 -0.06 -0.78
H -3.004472 1.146225 -1.436788 0.54 -0.50 0.33
H -3.372838 0.022488 -0.125496 0.39 0.07 -0.22
H -0.919800 -0.126774 -4.424900 0.00 -0.19 -0.44
H -3.536444 -1.683182 -5.082706 0.11 -0.04 0.01
H -2.540041 -0.845378 -6.322679 -0.12 -0.13 0.64
H -3.414044 0.075105 -5.087860 0.03 0.01 0.01
H -1.889685 -3.051617 -4.495633 0.51 0.23 0.08
H -0.301475 -2.596035 -3.755991 -0.41 0.21 -0.35
H -0.585136 -2.378090 -5.517055 -0.30 0.06 0.64
H -2.390788 -3.731358 0.516561 -0.38 0.16 -0.19
H -4.510464 -2.822991 -1.568600 0.18 -0.23 0.45
H -4.517909 -2.367493 0.144328 0.00 -0.28 0.12
H -4.879219 -4.065400 -0.359044 0.22 0.27 0.17
H -2.609745 -4.265173 -2.516240 -0.06 -0.02 0.42
H -2.727838 -5.551562 -1.260982 0.16 0.84 -0.03
H -1.232795 -4.584912 -1.430295 -0.39 -0.09 -0.08
H -3.848181 2.743925 3.050583 -0.36 -0.05 -0.55
H -4.941376 0.080577 1.913716 0.52 0.80 0.87
H -5.549695 0.917886 3.363332 0.39 0.29 -0.32
H -3.883518 0.335592 3.373471 -0.08 -0.13 -0.25
H -5.326854 2.136998 0.373449 0.17 0.22 0.46
H -4.809900 3.759498 0.937649 -0.17 -0.51 0.18
H -6.091174 2.852742 1.794468 0.18 0.02 0.09